No. 1
{
  "formula": "CH2CoF3NO4S",
  "method": "the ωB97M-V functional and the def2-TZVPD basis",
  "elements": ["Co", "O", "H", "N", "S", "O", "O", "C", "F", "F", "F", "O", "H"],
  "xyz": [[1.641, 0.981, -0.335], [0.752, -1.853, -0.487], [1.764, -1.953, -0.704], [0.302, -0.546, -0.581], [-0.606, 0.008, 0.613], [-0.971, -0.860, 1.722], [0.098, 1.306, 0.897], [-2.258, 0.565, -0.067], [-3.036, -0.496, -0.207], [-2.089, 1.146, -1.241], [-2.822, 1.419, 0.770], [3.368, 0.419, -0.494], [3.856, -0.137, 0.113]],
  "atomic_forces_ev_per_a": [[0.77, -0.85, -0.19], [1.66, -2.22, -0.39], [-2.76, 1.28, 0.58], [0.64, 1.39, -0.18], [-0.06, -1.31, 2.02], [0.72, 1.22, -1.55], [-0.81, 0.08, -0.08], [0.33, -0.33, -0.01], [0.01, -0.03, -0.02], [0.04, 0.25, -0.35], [0.07, 0.03, 0.14], [-0.57, 0.49, -0.05], [-0.05, 0.00, 0.08]],
  "mulliken_charge": [0.697, -0.399, 0.331, -0.384, 1.463, -0.541, -0.700, 0.684, -0.207, -0.232, -0.208, -0.764, 0.261],
  "total_charge": 0,
  "lumo_ev": [-0.426, -0.735],
  "energy_ev": -67360.47813,
  "spin_multiplicity": 4
}

No. 2
{
  "formula": "C5H9F",
  "method": "the ωB97M-V functional and the def2-TZVPD basis",
  "elements": ["C", "C", "C", "F", "C", "C", "H", "H", "H", "H", "H", "H", "H", "H", "H"],
  "xyz": [[-1.993, -0.664, -0.396], [-1.211, -0.387, 0.646], [-0.074, 0.627, 0.571], [-0.140, 1.286, -0.692], [1.364, 0.010, 0.599], [1.697, -0.855, -0.548], [-2.819, -1.373, -0.308], [-1.870, -0.093, -1.313], [-1.355, -0.773, 1.656], [-0.247, 1.364, 1.372], [1.440, -0.555, 1.514], [2.087, 0.753, 0.647], [1.344, -1.869, -0.438], [2.791, -0.967, -0.711], [1.192, -0.454, -1.416]],
  "atomic_forces_ev_per_a": [[-0.06, 0.13, 0.68], [0.47, 0.60, -0.33], [0.38, -0.61, -1.10], [-0.23, 0.10, 0.89], [-2.03, -0.49, 1.30], [0.40, -1.03, -1.14], [0.26, 0.24, -0.09], [0.03, -0.39, 0.03], [-0.04, -0.33, -0.34], [0.37, 0.01, -0.37], [0.09, -0.17, 0.61], [1.04, 1.86, 0.28], [-0.34, -0.37, 0.15], [-0.68, 0.43, 0.00], [0.35, 0.02, -0.58]],
  "mulliken_charge": [-0.699, -0.296, 0.175, -0.337, -0.521, -1.119, 0.273, 0.255, 0.328, 0.287, 0.344, 0.387, 0.304, 0.332, 0.286],
  "total_charge": 0,
  "lumo_ev": 1.126,
  "smiles": "C=C[C@H](F)CC",
  "energy_ev": -8047.51435,
  "de_lowest_kcal_mol": 12.19
}

No. 3
{
  "formula": "C15H26CrN2O5",
  "method": "the ωB97M-V functional and the def2-TZVPD basis",
  "elements": ["Cr", "C", "C", "O", "C", "C", "O", "C", "C", "O", "C", "C", "O", "C", "C", "O", "H", "H", "H", "H", "H", "H", "H", "H", "H", "H", "H", "H", "H", "H", "H", "H", "H", "H", "H", "H", "N", "C", "C", "C", "N", "C", "C", "H", "H", "H", "H", "H", "H"],
  "xyz": [[-0.206, -0.180, -0.084], [-1.953, -2.100, 1.664], [-1.125, -1.184, 2.543], [-0.919, 0.074, 1.865], [-2.034, 1.011, 1.868], [-2.764, 0.977, 0.538], [-1.711, 1.117, -0.447], [-2.063, 1.217, -1.856], [-1.628, -0.052, -2.566], [-0.270, -0.302, -2.112], [0.448, -1.396, -2.732], [1.610, -1.684, -1.798], [1.148, -1.768, -0.425], [0.716, -3.066, 0.048], [-0.776, -3.211, -0.180], [-1.449, -2.030, 0.308], [-2.999, -1.796, 1.641], [-1.904, -3.118, 2.049], [-0.127, -1.586, 2.719], [-1.605, -1.025, 3.508], [-1.595, 1.997, 2.018], [-2.712, 0.799, 2.694], [-3.456, 1.818, 0.479], [-3.305, 0.043, 0.373], [-1.513, 2.067, -2.258], [-3.130, 1.395, -1.981], [-1.648, 0.099, -3.646], [-2.263, -0.906, -2.312], [0.817, -1.089, -3.711], [-0.213, -2.254, -2.862], [2.315, -0.853, -1.818], [2.132, -2.595, -2.086], [0.960, -3.098, 1.110], [1.265, -3.861, -0.456], [-1.158, -4.107, 0.309], [-1.011, -3.289, -1.240], [4.013, 3.998, 1.233], [3.120, 3.101, 0.869], [3.276, 1.718, 1.173], [2.314, 0.832, 0.813], [1.174, 1.189, 0.147], [1.029, 2.508, -0.169], [1.944, 3.458, 0.146], [4.840, 3.744, 1.753], [3.902, 4.976, 1.009], [4.162, 1.361, 1.681], [2.438, -0.219, 1.047], [0.136, 2.791, -0.709], [1.776, 4.482, -0.158]],
  "atomic_forces_ev_per_a": [[0.49, 0.51, -0.02], [-0.09, 0.16, 0.34], [-0.03, -0.35, 0.07], [0.16, -0.23, -0.94], [-0.21, 0.35, -0.07], [-0.10, 0.00, 0.37], [0.22, -0.59, 0.14], [0.15, -0.01, -0.44], [-0.43, 0.25, -0.05], [-0.20, -0.29, 0.88], [0.29, -0.35, -0.03], [0.01, 0.20, -0.34], [-0.36, 0.43, 0.21], [-0.28, -0.23, 0.13], [0.27, -0.18, -0.16], [0.38, 0.68, -0.22], [0.01, -0.05, -0.06], [-0.03, -0.04, -0.10], [0.00, 0.05, 0.00], [0.02, 0.10, -0.01], [0.05, -0.05, 0.06], [0.06, -0.08, 0.03], [0.03, 0.02, -0.09], [0.02, 0.05, -0.09], [-0.04, 0.06, 0.10], [-0.02, -0.03, 0.11], [0.11, -0.02, 0.00], [0.12, -0.04, 0.01], [-0.05, 0.09, 0.01], [-0.07, 0.10, 0.01], [0.02, -0.04, 0.04], [0.00, -0.03, 0.08], [0.05, 0.02, -0.03], [0.08, 0.06, -0.02], [-0.06, 0.04, 0.03], [-0.08, 0.00, 0.05], [-0.05, -0.03, -0.05], [-0.04, -0.07, -0.01], [-0.02, -0.08, -0.01], [0.35, -0.03, 0.06], [-0.59, -0.68, -0.06], [-0.05, 0.45, 0.04], [-0.03, -0.09, -0.02], [0.03, -0.01, 0.00], [0.01, 0.03, 0.00], [-0.03, 0.01, 0.04], [-0.03, 0.03, -0.02], [-0.02, -0.07, 0.03], [-0.02, 0.00, 0.01]],
  "mulliken_charge": [0.429, -0.474, -0.591, -0.120, -0.569, -0.472, 0.048, -0.659, -0.508, -0.075, -0.578, -0.634, -0.012, -0.595, -0.536, -0.282, 0.264, 0.542, 0.279, 0.451, 0.339, 0.508, 0.553, 0.295, 0.327, 0.531, 0.514, 0.280, 0.460, 0.401, 0.287, 0.517, 0.283, 0.453, 0.528, 0.244, -0.364, 1.000, -0.829, -0.636, 0.409, -0.535, -0.738, 0.235, 0.235, 0.412, 0.572, 0.387, 0.427],
  "total_charge": 3,
  "lumo_ev": [-11.994, -11.421],
  "energy_ev": -57587.82689,
  "de_lowest_kcal_mol": 3.97,
  "spin_multiplicity": 2
}

No. 4
{
  "formula": "C5H9NS2",
  "method": "the ωB97M-V functional and the def2-TZVPD basis",
  "elements": ["C", "C", "N", "C", "S", "S", "C", "C", "H", "H", "H", "H", "H", "H", "H", "H", "H"],
  "xyz": [[-2.164, 1.802, -0.202], [-1.588, 1.086, -1.154], [-0.338, 0.492, -1.103], [0.108, -0.240, -2.175], [1.528, -0.953, -2.381], [0.727, 0.778, 0.241], [0.813, -0.924, 0.861], [1.734, -0.970, 2.084], [-3.172, 2.182, -0.314], [-1.744, 1.928, 0.758], [-2.082, 0.973, -2.112], [-0.663, -0.275, -2.960], [-0.192, -1.254, 1.189], [1.222, -1.583, 0.107], [1.787, -2.017, 2.432], [2.711, -0.619, 1.813], [1.313, -0.404, 2.916]],
  "atomic_forces_ev_per_a": [[-0.76, -0.24, -0.17], [-0.82, 0.60, -0.19], [1.39, -0.45, 0.01], [-1.08, 0.71, -0.06], [0.71, -0.33, -0.24], [-0.39, -0.58, -0.35], [-0.41, -0.10, 1.13], [-0.87, -0.56, 0.07], [0.16, 0.01, -0.34], [0.59, 0.15, 0.78], [0.04, -0.14, 0.02], [0.22, -0.07, 0.27], [0.40, 0.20, -0.49], [-0.16, 0.02, -0.28], [0.17, 0.42, -0.23], [0.62, 0.17, 0.13], [0.20, 0.20, -0.06]],
  "mulliken_charge": [-0.911, 0.306, 0.087, 0.013, -0.340, -0.074, -0.165, -1.325, 0.235, 0.296, 0.128, 0.181, 0.255, 0.245, 0.333, 0.387, 0.348],
  "total_charge": 0,
  "lumo_ev": 0.417,
  "smiles": "C=CN(C=S)SCC",
  "energy_ev": -28490.22850,
  "de_lowest_kcal_mol": 32.46
}

No. 5
{
  "formula": "C24H49FN3O7PS2",
  "method": "the ωB97M-V functional and the def2-TZVPD basis",
  "elements": ["C", "C", "C", "C", "C", "C", "C", "P", "N", "C", "C", "O", "F", "N", "C", "S", "N", "C", "S", "C", "H", "H", "H", "H", "H", "H", "H", "H", "H", "H", "H", "H", "H", "C", "C", "O", "H", "H", "H", "H", "H", "H", "C", "C", "O", "H", "H", "H", "H", "H", "H", "C", "C", "O", "H", "H", "H", "H", "H", "H", "C", "C", "O", "H", "H", "H", "H", "H", "H", "C", "C", "O", "H", "H", "H", "H", "H", "H", "C", "C", "O", "H", "H", "H", "H", "H", "H"],
  "xyz": [[-2.430, 2.700, 0.234], [-1.529, 1.490, 0.031], [-1.808, 0.483, -0.888], [-0.906, -0.568, -1.032], [0.235, -0.633, -0.248], [0.522, 0.346, 0.706], [1.764, 0.225, 1.583], [1.246, -0.362, 3.287], [1.176, -2.055, 2.754], [1.412, 1.415, 3.952], [1.208, 1.568, 5.443], [2.050, 1.502, 6.279], [-0.074, 1.804, 5.825], [2.363, -0.892, 4.560], [1.849, -1.599, 5.406], [0.918, -2.207, 6.522], [-0.453, -0.305, 3.706], [-1.208, -1.149, 3.256], [-2.227, -2.017, 2.438], [-0.374, 1.405, 0.806], [-1.968, 3.605, -0.177], [-3.439, 2.540, -0.149], [-2.491, 2.867, 1.317], [-2.721, 0.532, -1.478], [-1.112, -1.362, -1.746], [0.885, -1.490, -0.413], [2.193, 1.232, 1.627], [2.509, -0.420, 1.110], [1.009, -2.128, 1.752], [2.114, -2.434, 2.866], [2.385, 1.862, 3.733], [0.641, 2.026, 3.466], [-0.180, 2.206, 1.516], [4.071, 4.853, 0.633], [3.300, 3.886, 1.511], [2.057, 3.520, 0.911], [3.485, 5.753, 0.448], [5.015, 5.140, 1.101], [4.287, 4.403, -0.339], [3.069, 4.344, 2.473], [3.890, 2.979, 1.694], [2.250, 3.105, 0.064], [0.932, 8.991, -1.101], [2.077, 8.980, -0.105], [3.122, 8.107, -0.529], [0.531, 7.985, -1.230], [0.128, 9.649, -0.767], [1.276, 9.333, -2.080], [1.736, 8.621, 0.865], [2.483, 9.988, 0.025], [3.440, 8.422, -1.381], [-4.288, -3.373, -3.865], [-3.799, -1.980, -3.512], [-2.412, -1.835, -3.795], [-3.725, -4.124, -3.311], [-5.349, -3.486, -3.635], [-4.139, -3.575, -4.928], [-3.931, -1.788, -2.447], [-4.362, -1.223, -4.071], [-2.284, -1.998, -4.736], [-4.471, -3.547, 5.573], [-3.187, -3.542, 6.382], [-2.267, -4.513, 5.894], [-4.936, -4.533, 5.608], [-5.179, -2.810, 5.954], [-4.266, -3.325, 4.523], [-3.393, -3.787, 7.423], [-2.713, -2.554, 6.348], [-2.070, -4.288, 4.979], [-0.628, -5.780, -6.967], [-1.514, -4.578, -6.702], [-1.131, -3.908, -5.501], [-0.677, -6.480, -6.132], [-0.932, -6.298, -7.878], [0.416, -5.475, -7.073], [-2.551, -4.888, -6.577], [-1.464, -3.872, -7.538], [-0.218, -3.622, -5.606], [3.080, -3.805, -3.482], [2.208, -2.591, -3.220], [2.607, -1.915, -2.030], [3.030, -4.498, -2.641], [2.764, -4.329, -4.387], [4.126, -3.512, -3.599], [1.168, -2.889, -3.084], [2.258, -1.892, -4.061], [3.520, -1.634, -2.141]],
  "atomic_forces_ev_per_a": [[0.44, -0.40, 0.58], [-0.15, 0.31, -0.02], [0.20, 0.10, 0.14], [-0.37, -0.06, -0.08], [-0.01, -0.39, -0.03], [-0.06, -0.55, -0.46], [-0.32, 1.04, -0.27], [0.53, 0.01, -0.19], [0.47, 0.05, -0.10], [-0.69, 0.73, 0.93], [0.60, -0.17, 0.15], [-0.29, 0.11, -0.21], [0.10, -0.05, -0.39], [-0.16, -0.65, -0.25], [-0.96, 1.00, 0.43], [0.78, -0.31, -0.30], [0.40, -1.08, -0.32], [-0.36, 0.76, -0.89], [0.20, 0.05, 0.74], [0.12, 0.19, 0.33], [-0.24, -0.17, -0.18], [0.17, 0.13, -0.12], [-0.21, 0.07, -0.22], [0.17, -0.07, -0.01], [0.04, 0.19, 0.04], [0.12, 0.27, 0.16], [-0.03, -0.21, 0.27], [-0.26, -0.22, 0.26], [-0.38, 0.08, 0.12], [-0.15, -0.11, 0.15], [0.00, -0.40, -0.01], [0.15, -0.24, -0.14], [0.03, -0.08, -0.12], [-0.08, 0.06, 0.01], [0.10, -0.07, -0.37], [-0.02, 0.04, 0.25], [0.04, 0.02, 0.05], [0.01, -0.01, -0.03], [0.08, -0.05, 0.04], [-0.11, -0.05, -0.01], [0.07, 0.06, 0.12], [-0.07, 0.04, -0.03], [-0.02, -0.07, 0.00], [0.07, 0.07, -0.33], [-0.03, -0.07, 0.16], [-0.02, 0.01, 0.06], [0.01, 0.01, -0.03], [-0.02, 0.09, 0.03], [0.10, -0.06, 0.01], [-0.10, 0.03, 0.10], [0.02, -0.02, 0.00], [-0.02, -0.05, 0.06], [0.13, -0.12, -0.33], [-0.10, 0.28, 0.25], [-0.01, 0.03, 0.03], [0.00, 0.00, -0.03], [-0.06, 0.04, -0.01], [0.08, 0.05, 0.00], [-0.12, 0.00, 0.11], [0.14, -0.25, 0.06], [-0.07, -0.06, 0.02], [0.08, 0.05, -0.37], [-0.04, -0.06, 0.14], [-0.01, 0.01, 0.07], [0.00, 0.01, -0.04], [0.01, 0.11, 0.03], [0.10, -0.06, 0.00], [-0.11, 0.06, 0.10], [0.06, 0.00, 0.02], [-0.02, -0.04, 0.06], [0.36, 0.02, -0.03], [-0.20, 0.03, -0.10], [-0.06, 0.00, -0.02], [0.03, 0.01, 0.00], [-0.02, 0.02, -0.09], [0.00, 0.07, 0.09], [-0.10, -0.08, -0.07], [0.01, 0.00, 0.05], [-0.01, -0.02, 0.06], [0.29, 0.02, -0.01], [-0.08, -0.06, 0.03], [-0.07, -0.01, -0.03], [0.03, 0.00, 0.00], [-0.02, 0.01, -0.10], [-0.01, 0.09, 0.09], [-0.10, -0.06, -0.07], [0.00, -0.01, 0.00]],
  "mulliken_charge": [-1.420, 0.195, -0.618, -0.719, -0.300, 0.347, -0.338, 1.296, -0.825, -0.483, 0.255, -0.494, -0.260, -0.765, 0.645, -0.321, -0.369, 0.586, -0.388, 0.386, 0.289, 0.389, 0.375, 0.438, 0.413, 0.337, -0.542, 0.508, 0.227, 0.333, 0.401, 0.233, 0.123, -1.299, -0.181, -0.354, 0.293, 0.377, 0.347, 0.294, 0.249, 0.234, -1.005, -0.196, -0.481, 0.256, 0.323, 0.319, 0.282, 0.254, 0.267, -1.069, -0.123, -0.418, 0.299, 0.390, 0.192, 0.244, 0.286, 0.240, -0.863, -0.170, -0.514, 0.283, 0.319, 0.161, 0.325, 0.166, 0.303, -1.114, -0.232, -0.382, 0.293, 0.355, 0.315, 0.279, 0.284, 0.196, -1.116, -0.030, -0.420, 0.317, 0.288, 0.350, 0.137, 0.266, 0.253],
  "total_charge": 0,
  "lumo_ev": 0.196,
  "smiles": "Cc1cccc(CP(N)(CC(=O)F)(N=C=S)N=C=S)c1.CCO.CCO.CCO.CCO.CCO.CCO",
  "energy_ev": -78160.67048
}